[1]
Computed, not measured: an isolated molecule of C22H22N2O6, with wB97M-V/def2-TZVPD.

Each line ends with the Löwdin charge.
Cartesian coordinates (Å):
O (1.535, 2.235, -1.732)  0.090
H (-1.565, -4.936, 0.502)  0.147
H (1.912, 1.651, 3.542)  0.141
C (-0.902, -1.684, -2.745)  -0.075
O (0.311, 3.056, 2.823)  0.127
C (0.490, 0.109, -1.952)  -0.132
H (2.746, -2.232, 0.925)  0.133
H (0.601, 3.623, -0.167)  0.165
N (-0.195, 1.762, -0.358)  0.127
C (0.219, -2.364, -3.192)  -0.087
H (2.581, -0.116, -2.286)  0.121
C (-0.028, -4.498, -0.900)  -0.468
C (0.119, -0.463, 2.105)  -0.021
O (-1.670, -2.913, 0.107)  -0.011
H (-2.165, -4.454, -1.100)  0.141
H (-2.067, 2.333, 2.199)  0.071
H (-1.229, 4.510, 1.325)  0.142
H (-0.755, 1.023, 0.036)  0.108
C (2.591, -0.119, 2.488)  -0.317
C (1.444, -0.840, 1.892)  -0.138
C (-2.451, 2.755, 1.274)  -0.057
C (-0.910, -1.171, 1.514)  0.013
C (-0.770, -0.456, -2.121)  -0.028
H (1.901, -3.890, -0.659)  0.168
O (3.608, -0.672, 2.828)  0.119
H (-0.120, 0.355, 2.766)  0.119
H (-2.886, 4.736, -0.545)  0.079
H (3.424, 1.856, 2.620)  0.148
H (-3.350, 3.318, 1.508)  0.083
C (-0.070, 2.975, 0.416)  -0.187
H (0.114, -3.322, -3.678)  0.109
C (-0.637, -2.263, 0.699)  -0.211
C (-1.417, 3.682, 0.635)  -0.362
H (-2.727, 1.949, 0.597)  0.073
C (0.685, 1.459, -1.349)  -0.434
C (1.718, -1.943, 1.086)  0.068
H (-2.072, 3.428, -1.407)  0.078
H (-1.941, -0.900, 1.679)  0.126
C (0.693, -2.646, 0.481)  -0.152
H (-1.655, 0.076, -1.802)  0.117
O (0.193, -5.374, -1.702)  0.085
C (1.612, -0.575, -2.409)  -0.015
C (2.433, 1.393, 2.609)  -0.059
H (2.352, -2.335, -3.371)  0.109
C (1.477, -1.809, -3.017)  -0.073
C (-1.933, 4.234, -0.690)  -0.060
N (0.946, -3.716, -0.373)  0.171
C (-1.418, -4.233, -0.334)  -0.059
H (-1.229, 4.947, -1.111)  0.082
O (1.698, 1.889, 1.501)  0.014
C (0.644, 2.675, 1.733)  -0.439
H (-1.885, -2.107, -2.890)  0.112

Forces on the atoms, in the same order (eV/Å):
O 0.27 0.03 -0.08
H 0.03 0.09 -0.15
H 0.13 -0.09 -0.13
C -0.01 -0.14 -0.08
O 0.01 0.05 0.00
C 0.03 -0.20 -0.23
H 0.15 -0.06 -0.02
H -0.09 -0.09 0.17
N -0.31 0.20 0.18
C -0.09 0.04 -0.11
H 0.10 0.06 -0.01
C -0.11 0.21 0.16
C 0.23 -0.12 0.00
O 0.07 0.28 -0.02
H 0.21 -0.01 0.08
H -0.03 -0.09 0.14
H 0.02 -0.06 -0.04
H 0.13 -0.08 -0.09
C -0.09 0.39 -0.09
C -0.26 -0.53 -0.23
C 0.23 0.22 0.04
C -0.04 -0.27 -0.11
C 0.14 0.14 0.07
H -0.18 -0.05 -0.08
O 0.04 0.06 0.00
H -0.03 0.18 0.06
H -0.11 0.05 -0.03
H -0.16 -0.12 0.00
H -0.13 -0.02 0.02
C -0.05 0.28 -0.03
H -0.01 -0.09 -0.02
C 0.36 0.16 0.26
C 0.08 -0.12 -0.08
H -0.09 -0.12 -0.11
C -0.23 -0.02 0.04
C -0.21 0.20 0.16
H -0.04 -0.07 -0.11
H -0.15 0.01 0.05
C -0.42 0.17 0.15
H -0.09 0.07 0.05
O -0.11 -0.25 -0.16
C -0.01 0.09 0.04
C 0.24 0.13 0.52
H 0.09 -0.04 -0.03
C 0.05 0.03 -0.03
C 0.14 -0.02 0.23
N 0.37 -0.07 0.04
C -0.15 -0.51 -0.05
H 0.05 0.10 -0.11
O 0.38 -0.12 -0.16
C -0.25 0.15 -0.05
H -0.09 -0.03 -0.02

Computed properties:
HOMO level	-8.8	eV
SMILES	CC(C)[C@H](NC(=O)c1ccccc1)C(=O)OCC(=O)c1ccc2c(c1)NC(=O)CO2
HOMO-LUMO gap	8.9	eV
max |F|	0.63	eV Å⁻¹
LUMO level	0.05	eV
multiplicity	1
ΔE to the lowest compared entry with this formula, charge and spin	107.14	kJ/mol
energy	-1412.56698	hartree


[2]
Computed, not measured: a structure of composition IN4O12Sr, with wB97M-V/def2-TZVPD.

Each line ends with the Löwdin charge.
Cartesian coordinates (Å):
O (2.046, -1.544, 2.772)  -0.061
N (2.205, 2.471, 0.999)  -0.698
O (-0.041, -1.180, 2.363)  -0.157
O (0.098, 0.461, -4.567)  -0.083
O (0.474, -2.540, 3.851)  -0.062
N (0.848, -1.689, 3.061)  -0.652
I (1.088, -3.659, -1.163)  -0.535
O (-2.558, 0.805, 0.089)  -0.010
O (-0.033, 0.568, -2.495)  -0.156
O (-1.692, 1.050, -3.710)  -0.030
O (-3.858, -0.889, 0.160)  0.059
O (2.411, 2.346, 2.145)  -0.008
N (-2.922, -0.318, -0.084)  -0.738
O (1.332, 1.727, 0.604)  -0.165
O (-2.079, -1.094, -0.532)  -0.248
Sr (0.235, -0.452, -0.252)  1.311
N (-0.526, 0.775, -3.543)  -0.692
O (2.973, 3.160, 0.303)  -0.074

Forces on the atoms, in the same order (eV/Å):
O 0.25 0.74 0.45
N 2.12 -0.49 -0.92
O -0.76 1.94 -1.26
O 1.90 0.36 -1.45
O 0.17 -0.76 2.37
N 0.33 -1.90 -1.96
I 0.11 0.11 -0.03
O -0.56 4.52 1.15
O 2.25 0.06 5.63
O -2.71 1.79 0.94
O -11.82 -1.83 3.51
O 1.73 1.16 6.36
N 7.09 -0.65 -1.86
O -3.19 -1.43 -4.14
O 5.13 -2.16 -2.61
Sr -0.05 0.12 0.55
N -1.33 -2.17 -5.31
O -0.65 0.63 -1.42

Computed properties:
HOMO level	0.0	eV
HOMO-LUMO gap	6.7	eV
max |F|	12.47	eV Å⁻¹
LUMO level	6.72	eV
multiplicity	1
ΔE to the lowest compared entry with this formula, charge and spin	30.47	kJ/mol
energy	-1449.97224	hartree
charge	-3


[3]
Computed, not measured: a structure of composition C27H49BN6OPRe, with wB97M-V/def2-TZVPD.

Each line ends with the Löwdin spin population.
Cartesian coordinates (Å):
H (3.566, -1.034, 4.688)  0.000
H (0.268, 1.960, 1.791)  0.005
C (2.101, -2.665, 0.420)  0.009
C (0.784, 1.015, -3.950)  0.014
C (-2.244, 4.275, 1.457)  0.000
C (1.269, 0.954, -2.652)  0.019
H (1.438, -5.174, -0.472)  0.000
C (-3.015, -3.538, -2.538)  0.007
B (-2.026, -0.539, -2.067)  -0.001
H (-3.218, 2.247, 3.089)  0.000
C (0.855, -3.487, 0.767)  0.001
H (3.839, -1.139, 2.952)  0.000
P (1.820, 0.073, 3.532)  0.011
C (2.849, 1.268, -0.715)  0.024
H (-0.940, 0.706, -5.979)  0.000
H (-1.736, 4.957, 2.134)  0.000
H (2.928, -2.913, 1.080)  0.001
H (3.774, 1.475, 3.614)  0.000
C (-1.694, 2.851, 1.659)  0.001
C (1.208, -4.966, 0.570)  0.000
C (-0.256, -3.089, -0.161)  0.015
H (2.662, -2.216, 3.742)  0.000
H (-0.553, -3.810, 2.377)  0.000
H (0.391, -5.609, 0.881)  0.000
H (2.625, 3.084, -3.653)  0.000
N (-1.584, -1.834, -1.381)  0.002
N (-0.758, 0.091, -2.670)  0.008
H (-2.336, 0.880, -4.906)  0.003
O (1.148, 0.011, 2.141)  0.081
H (-1.741, 1.296, 3.180)  0.000
H (3.808, 1.701, -0.433)  0.004
C (2.722, 2.944, -2.581)  0.001
H (-5.091, -0.359, -1.625)  0.002
H (3.690, 3.336, -2.284)  0.000
H (3.609, 0.864, -4.061)  0.000
N (-1.627, 0.929, -0.053)  0.032
H (0.082, 0.867, 5.024)  0.000
H (-3.308, 4.326, 1.665)  0.000
H (2.363, 2.439, 3.133)  0.000
H (-2.849, -0.722, -2.876)  0.000
H (-3.965, -3.052, -2.313)  0.002
H (-5.743, 1.231, -1.193)  0.000
C (3.084, -1.216, 3.731)  0.001
H (0.124, -2.188, 2.358)  0.001
C (2.620, 1.453, -2.218)  0.002
H (-4.822, 1.018, -2.675)  0.003
C (-2.253, 1.946, 0.599)  0.016
H (0.123, 3.288, 0.580)  0.000
H (-4.309, 2.722, 0.413)  0.000
H (2.079, -5.220, 1.164)  0.000
H (2.587, 1.960, 4.818)  0.000
H (1.908, -1.584, 0.522)  0.005
H (1.289, 1.415, -4.805)  0.000
C (3.687, 0.665, -2.998)  0.001
C (-2.134, 2.300, 3.025)  0.001
H (1.009, -0.456, 5.723)  0.001
H (1.092, -3.564, 2.921)  0.000
C (0.543, -0.096, 4.813)  0.005
C (-0.173, 2.935, 1.567)  0.011
C (-4.895, 0.712, -1.631)  0.007
C (2.712, 1.643, 3.785)  0.001
H (2.405, -2.865, -0.607)  0.000
C (-1.414, 0.326, -5.077)  0.008
H (-1.680, -0.717, -5.243)  0.002
H (2.904, 0.204, -0.460)  0.005
H (-1.155, -4.992, -0.800)  0.000
H (1.945, 3.523, -2.088)  0.000
C (0.354, -3.241, 2.197)  0.002
C (-3.684, 1.047, -0.869)  0.038
N (0.312, 0.378, -1.877)  0.038
H (-2.062, 4.619, 0.441)  0.000
N (-2.502, 0.421, -0.966)  0.004
C (-1.950, -3.103, -1.622)  0.039
N (-0.569, -1.804, -0.480)  0.027
H (-2.769, -3.293, -3.572)  0.003
H (-0.224, -0.804, 4.510)  0.000
H (-3.140, -4.616, -2.468)  0.000
H (0.198, 3.643, 2.302)  0.002
H (-1.781, 2.948, 3.823)  0.000
H (3.578, -0.406, -2.841)  0.000
Re (0.252, 0.022, 0.149)  2.453
C (-3.550, 2.030, 0.115)  0.018
H (2.085, 1.808, -0.132)  0.006
C (-1.122, -3.923, -0.845)  0.017
H (4.680, 0.966, -2.676)  0.000
C (-0.498, 0.462, -3.936)  0.042

Forces on the atoms, in the same order (eV/Å):
H 0.10 0.03 0.20
H 0.21 0.00 0.04
C -0.33 -0.38 -0.19
C -0.17 -0.22 0.61
C 0.03 -0.28 -0.02
C 0.22 0.29 -0.76
H 0.05 -0.06 -0.12
C -0.32 0.13 -0.37
B 0.43 0.13 0.43
H -0.08 0.01 0.02
C -0.05 0.18 0.07
H 0.00 0.08 -0.10
P 0.50 0.12 1.05
C -0.23 -0.12 -0.46
H -0.01 0.01 0.03
H -0.01 0.05 0.13
H 0.09 0.16 0.12
H 0.05 0.03 -0.08
C 0.13 0.12 0.16
C -0.12 0.23 -0.02
C -0.03 -0.89 -0.10
H -0.10 -0.04 0.00
H -0.10 -0.10 0.03
H -0.11 -0.13 0.07
H -0.03 0.04 -0.12
N -0.64 -0.18 -0.54
N -0.49 -0.16 -0.45
H -0.04 0.03 -0.03
O -1.03 -0.06 -2.35
H 0.06 -0.16 0.08
H -0.01 0.01 0.19
C -0.05 -0.15 0.15
H -0.02 -0.03 0.05
H 0.13 0.03 0.05
H -0.01 0.00 -0.13
N 1.51 -0.45 0.50
H 0.00 0.08 -0.09
H -0.10 0.05 0.01
H -0.12 -0.02 -0.05
H -0.29 -0.08 -0.25
H -0.03 -0.03 0.05
H -0.05 -0.03 -0.01
C -0.58 0.36 -0.13
H -0.02 0.03 0.08
C 0.03 -0.04 0.06
H 0.06 0.05 -0.03
C -0.83 0.62 0.15
H 0.15 0.06 -0.12
H -0.14 0.16 0.12
H 0.08 -0.04 0.12
H -0.04 0.00 0.12
H 0.16 0.28 0.07
H 0.12 0.08 -0.20
C -0.10 0.04 0.19
C 0.09 0.06 -0.15
H 0.12 -0.06 0.22
H 0.15 -0.05 0.15
C 0.40 0.07 -0.47
C -0.40 -0.15 -0.29
C -0.25 -0.16 -0.43
C -0.22 -0.52 -0.13
H 0.07 0.09 -0.05
C -0.42 -0.16 -0.16
H -0.04 -0.08 -0.04
H -0.02 -0.16 0.13
H 0.04 -0.22 -0.02
H -0.09 0.13 0.06
C 0.07 -0.05 -0.14
C 0.65 0.37 0.75
N 0.38 0.00 1.06
H -0.03 0.06 -0.11
N -0.56 -0.35 -0.44
C 0.76 0.04 0.77
N 0.82 1.32 0.88
H 0.03 -0.01 -0.04
H 0.00 -0.10 -0.08
H -0.03 0.06 0.02
H 0.19 0.00 0.10
H 0.06 0.09 0.11
H 0.04 -0.14 0.01
Re -1.27 -0.62 -0.56
C 0.56 -0.44 -0.18
H -0.13 0.12 0.21
C 0.17 0.63 0.08
H 0.13 0.04 0.04
C 0.86 0.35 0.52

Computed properties:
HOMO level (spin up / spin down)	-17.7 / -17.6	eV
HOMO-LUMO gap (spin up / spin down)	6.9 / 6.3	eV
max |F|	2.57	eV Å⁻¹
LUMO level (spin up / spin down)	-10.73 / -11.23	eV
multiplicity	4
expectation value of S²	3.776
energy	-1905.65944	hartree
charge	+3